Entry 1:
{"formula": "C21H14CdClF4N4O5", "method": "ωB97M-V/def2-TZVPD", "species": ["Cd", "C", "C", "C", "C", "C", "H", "H", "H", "H", "H", "O", "Cl", "O", "O", "O", "C", "C", "C", "C", "O", "H", "H", "H", "H", "H", "H", "H", "H", "H", "F", "C", "C", "F", "C", "C", "C", "F", "C", "C", "C", "N", "C", "N", "F", "C", "C", "N", "C", "N"], "coordinates": [[-1.459, 0.340, 0.365], [-2.784, -0.322, 3.452], [-3.533, 0.756, 3.144], [-4.022, 0.634, 1.801], [-3.522, -0.508, 1.221], [-2.756, -1.277, 2.284], [-2.250, -0.508, 4.364], [-3.743, 1.595, 3.783], [-4.687, 1.336, 1.323], [-3.928, -1.004, 0.348], [-3.283, -2.206, 2.540], [0.654, 1.330, 3.042], [0.408, 1.705, 1.707], [1.175, 2.805, 1.314], [0.667, 0.573, 0.846], [-1.005, 2.015, 1.572], [-1.232, -3.842, 2.785], [-1.079, -2.936, 1.556], [0.394, -2.859, 1.149], [-1.914, -3.462, 0.384], [-1.415, -1.575, 1.889], [-0.739, -4.792, 2.598], [-2.275, -4.046, 3.022], [-0.772, -3.372, 3.651], [0.768, -3.834, 0.846], [0.988, -2.479, 1.976], [0.509, -2.168, 0.315], [-1.558, -4.452, 0.110], [-1.800, -2.805, -0.478], [-2.971, -3.536, 0.635], [3.483, -0.417, -3.453], [2.918, 0.740, -3.044], [3.604, 1.914, -3.249], [4.806, 1.836, -3.860], [3.096, 3.180, -2.871], [1.818, 3.135, -2.259], [1.141, 1.956, -2.060], [-0.090, 2.025, -1.442], [1.648, 0.704, -2.451], [0.915, -0.532, -2.265], [-0.371, -0.497, -1.870], [-1.497, -0.457, -1.499], [1.438, -1.815, -2.471], [1.770, -2.908, -2.615], [1.229, 4.279, -1.862], [3.802, 4.382, -3.094], [5.086, 4.433, -3.639], [6.147, 4.554, -4.076], [3.289, 5.650, -2.816], [2.930, 6.732, -2.650]], "forces_ev_per_a": [[-1.2, -0.5, -0.3], [-0.4, 0.4, -0.2], [0.6, -0.5, 1.1], [0.4, -1.1, -1.4], [-1.5, 0.2, 0.7], [0.2, -0.1, 0.1], [0.2, 0.0, 0.1], [0.1, 0.1, 0.1], [-0.1, 0.0, -0.1], [0.2, 0.3, -0.2], [-0.1, 0.2, 0.0], [0.0, -0.3, 1.0], [2.7, 0.7, 1.5], [0.4, 0.9, -0.4], [0.6, -0.8, -0.5], [-1.9, 0.9, 0.0], [-0.1, 0.4, -0.2], [0.5, -1.0, -0.2], [-0.4, 0.3, 0.1], [0.1, 0.4, 0.2], [-0.3, 0.4, 0.3], [0.0, -0.1, 0.0], [-0.1, -0.1, 0.0], [0.1, 0.0, 0.1], [0.0, -0.1, 0.0], [0.1, 0.0, 0.1], [0.1, 0.0, -0.1], [0.0, -0.1, 0.0], [0.0, 0.0, -0.1], [-0.1, 0.0, 0.1], [-0.1, 0.3, 0.0], [-0.5, 0.0, 0.1], [-0.1, 0.3, 0.1], [-0.3, -0.1, 0.2], [-0.4, -0.7, 0.1], [0.3, -0.1, -0.2], [0.1, -0.3, 0.0], [0.5, 0.2, -0.4], [0.5, 0.9, -0.2], [-0.4, 0.2, 0.1], [-0.1, -0.4, -0.3], [-0.4, -0.6, -1.3], [0.1, -0.5, 0.1], [0.1, -0.4, 0.0], [0.1, -0.3, 0.0], [0.0, 0.0, 0.0], [0.5, -0.1, -0.2], [0.4, 0.1, -0.2], [-0.3, 0.4, 0.0], [-0.2, 0.5, 0.2]], "mulliken_charge": [1.51, -0.85, -0.56, -0.68, -1.01, 0.90, 0.43, 0.49, 0.50, 0.56, 0.51, -0.66, 1.90, -0.62, -0.67, -0.84, -1.75, 1.44, -1.35, -1.48, -0.32, 0.47, 0.39, 0.34, 0.47, 0.37, 0.02, 0.48, 0.28, 0.33, -0.37, -0.04, 0.22, -0.35, 0.48, 0.19, 0.26, -0.59, 0.60, 0.65, 0.74, -1.18, -0.20, -0.73, -0.38, 0.35, 0.12, -0.76, 0.16, -0.77], "e_lumo_ev": 0.35, "charge": -1, "e_homo_ha": -0.1269, "homo_lumo_gap_ev": 3.808, "max_force_ev_per_a": 3.122}

---

Entry 2:
{"formula": "C4H4O2", "method": "ωB97M-V/def2-TZVPD", "species": ["C", "O", "C", "O", "C", "C", "H", "H", "H", "H"], "coordinates": [[-1.714, 0.253, 0.017], [-0.792, 0.879, -0.922], [0.424, 0.857, -0.535], [1.375, -1.356, 0.950], [1.567, 0.703, -0.116], [2.027, -0.646, 0.214], [-2.676, 0.295, -0.488], [-1.417, -0.782, 0.210], [-1.728, 0.818, 0.952], [2.935, -1.021, -0.282]], "forces_ev_per_a": [[-0.3, -0.1, 0.2], [0.3, 0.3, -0.1], [0.1, -0.1, -0.1], [0.6, 0.0, -0.1], [-0.7, -0.1, 0.0], [-0.1, -0.4, 0.2], [0.0, 0.0, 0.1], [0.0, 0.3, -0.1], [0.0, 0.0, -0.2], [0.1, 0.1, 0.1]], "mulliken_charge": [-0.60, -0.38, 0.53, -0.48, -0.45, 0.18, 0.22, 0.31, 0.32, 0.35], "e_lumo_ev": 0.77, "e_homo_ha": -0.3580, "homo_lumo_gap_ev": 10.517, "max_force_ev_per_a": 0.755}

---

Entry 3:
{"formula": "C3H8O2", "method": "ωB97M-V/def2-TZVPD", "species": ["C", "O", "C", "C", "H", "H", "H", "H", "H", "H", "H", "H", "O"], "coordinates": [[-2.255, -0.791, 0.070], [-3.443, -0.632, 0.824], [-1.097, -1.321, 0.970], [0.113, -1.564, 0.277], [-2.642, -1.380, -0.632], [-1.889, 0.239, -0.227], [-3.171, -1.167, 1.570], [-1.223, -1.341, 2.087], [0.792, -2.278, 0.800], [0.252, -1.577, -0.863], [4.854, 3.347, -1.078], [5.134, 4.614, -1.909], [4.576, 3.853, -1.887]], "forces_ev_per_a": [[2.0, 3.9, 3.8], [0.0, 0.3, 1.4], [2.4, 0.1, -3.7], [-2.5, -1.9, 1.6], [0.2, -2.6, -3.8], [-0.7, -1.2, -0.4], [-1.2, 0.1, 0.8], [0.3, -0.3, -1.3], [0.1, 1.3, -0.3], [-0.6, 0.5, 1.9], [-0.4, 0.8, -1.2], [0.6, 0.8, 0.0], [-0.2, -1.6, 1.2]], "mulliken_charge": [-0.28, -0.47, -0.09, -0.75, 0.33, 0.23, 0.28, 0.24, 0.27, 0.25, 0.33, 0.32, -0.64], "e_lumo_ev": 0.95, "e_homo_ha": -0.3501, "homo_lumo_gap_ev": 10.475, "max_force_ev_per_a": 5.758}